1.
This record from the OMol25 dataset describes the molecule C7H9NO at a distorted geometry. The level of theory is ωB97M-V/def2-TZVPD.

Structure (XYZ):
```
18
C7H9NO (ωB97M-V/def2-TZVPD)
C -0.81 -0.53 -1.57
C -1.06 -1.48 0.77
C 1.12 -0.40 0.09
C 1.30 1.02 0.14
C -0.30 -0.51 -0.12
O 1.97 -1.33 0.51
N 2.34 1.71 0.43
C -0.19 1.32 0.21
C -1.11 2.10 0.54
H 2.76 -0.88 0.87
H 2.15 2.71 0.34
H -1.86 -0.23 -1.59
H -0.24 0.16 -2.20
H -2.14 -1.29 0.69
H -0.88 -2.51 0.46
H -0.76 -1.37 1.81
H -0.71 -1.54 -1.98
H -1.58 3.06 0.60
```

Results
total energy: -401.92845 hartree
gap between HOMO and LUMO (spin up / spin down): 0.2569 / 0.2682 hartree

---

2.
This record from the OMol25 dataset describes the molecule C7H9NO at a distorted geometry. The level of theory is ωB97M-V/def2-TZVPD.

Structure (XYZ):
```
18
C7H9NO (ωB97M-V/def2-TZVPD)
C -3.53 0.16 -0.04
O -2.13 0.44 -0.14
C -1.35 -0.66 0.11
C 0.09 -0.27 0.03
C 0.54 1.02 0.10
C 1.91 1.32 0.06
C 2.80 0.28 -0.05
C 2.29 -0.98 -0.09
N 1.01 -1.29 0.02
H -3.69 -0.21 1.04
H -3.92 -0.66 -0.89
H -4.07 1.09 -0.35
H -1.75 -1.19 1.25
H -1.71 -1.51 -0.48
H -0.02 1.79 0.04
H 2.14 2.44 0.15
H 3.73 0.32 -0.35
H 2.79 -1.75 -0.09
```

Results
total energy: -402.00545 hartree
gap between HOMO and LUMO: 0.3757 hartree

---

3.
This record from the OMol25 dataset describes a structure of composition C7H9NO at a distorted geometry. The level of theory is ωB97M-V/def2-TZVPD.

Structure (XYZ):
```
18
C7H9NO (ωB97M-V/def2-TZVPD)
C 0.36 0.60 1.03
C 0.74 1.27 -0.07
C -1.38 -0.14 1.22
C 1.25 -0.02 -0.78
C 0.60 -0.74 0.37
C 0.84 2.74 -0.40
C -1.51 -2.42 0.00
N -0.86 -1.08 0.43
O -2.39 0.27 1.73
H 0.98 -0.22 -1.85
H 2.37 -0.01 -0.78
H 1.18 -1.54 0.87
H 1.86 3.25 -0.59
H 0.32 3.35 0.36
H 0.41 2.93 -1.35
H -1.96 -2.87 0.89
H -2.15 -2.29 -0.88
H -0.64 -3.09 -0.20
```

Results
total energy: -401.86397 hartree
gap between HOMO and LUMO (spin up / spin down): 0.2372 / 0.2700 hartree
multiplicity: 3
⟨S²⟩: 2.01

---

4.
This record from the OMol25 dataset describes a structure of composition C7H9NO2 at a distorted geometry. The level of theory is ωB97M-V/def2-TZVPD.

Structure (XYZ):
```
19
C7H9NO2 (ωB97M-V/def2-TZVPD)
C 0.53 1.23 -1.83
C 0.42 0.15 -0.84
C 0.68 -1.18 -1.11
C 0.71 -2.22 -0.13
C 0.21 -1.86 1.17
C -0.15 -0.59 1.39
C -0.14 0.49 0.45
H -0.68 1.43 -3.57
H -0.71 2.72 -2.10
H 1.19 0.94 -2.67
H 1.12 1.99 -1.35
H 1.10 -1.50 -2.13
H 1.10 -3.48 -0.30
H 0.26 -2.61 1.82
H -0.65 -1.20 3.20
H -0.82 1.61 1.67
N -0.84 1.64 -2.26
O -0.66 -0.18 2.59
O -0.54 1.75 0.75
```

Results
total energy: -477.22138 hartree
gap between HOMO and LUMO: 0.3073 hartree

---

5.
This record from the OMol25 dataset describes the molecule C7H9NO2S3 at a distorted geometry. The level of theory is ωB97M-V/def2-TZVPD.

Structure (XYZ):
```
22
C7H9NO2S3 (ωB97M-V/def2-TZVPD)
C -0.43 -2.86 1.42
N 0.39 -1.89 0.61
C 1.44 -2.58 -0.08
C 0.21 -0.59 0.70
S -0.73 0.29 1.63
S 1.23 0.56 -0.69
O 1.23 0.08 -2.05
O 2.45 0.85 0.04
C 0.12 1.97 -0.55
C -1.01 2.03 -1.31
C -1.79 3.13 -1.08
C -1.30 3.86 -0.03
S 0.20 3.32 0.57
H -0.87 -3.54 0.65
H 0.28 -3.61 1.94
H -1.06 -2.39 2.05
H 0.94 -3.33 -0.74
H 2.10 -1.82 -0.53
H 2.13 -3.06 0.69
H -1.06 1.47 -2.15
H -2.78 3.28 -1.42
H -1.68 4.87 0.32
```

Results
total energy: -1671.83023 hartree
gap between HOMO and LUMO: 0.3171 hartree

---

6.
This record from the OMol25 dataset describes a cluster of 2 separate species, C7H9NO4 in total at a distorted geometry. The level of theory is ωB97M-V/def2-TZVPD.

Structure (XYZ):
```
21
C7H9NO4 (ωB97M-V/def2-TZVPD)
C 0.85 -0.92 -2.04
C 1.86 0.04 -1.60
C -0.36 -0.36 -1.80
C 1.17 1.02 -0.96
C -2.01 0.66 2.33
C -0.91 0.42 1.78
C 0.50 -1.39 1.21
N -0.15 0.77 -1.03
O -1.62 -0.77 -1.92
O 1.45 2.22 -0.42
O 0.31 0.06 1.55
O -1.19 1.34 -0.39
H 1.10 -1.84 -2.66
H 2.93 0.11 -1.80
H -2.70 1.13 1.76
H -2.07 0.32 3.44
H 1.40 -1.50 1.83
H 0.83 -1.59 0.18
H -0.29 -1.97 1.48
H -2.09 -0.18 -1.35
H 0.98 2.44 0.38
```

Results
total energy: -627.59605 hartree
gap between HOMO and LUMO (spin up / spin down): 0.2421 / 0.2422 hartree

---

7.
This record from the OMol25 dataset describes the molecule C7H9NOS at a distorted geometry. The level of theory is ωB97M-V/def2-TZVPD.

Structure (XYZ):
```
19
C7H9NOS (ωB97M-V/def2-TZVPD)
C 0.40 0.03 -0.31
C -0.40 0.65 0.54
C 1.82 -1.87 -0.71
C -1.01 -0.03 2.80
C 1.38 -1.01 0.16
C -0.47 0.81 1.92
C 0.06 0.21 -1.87
N -1.33 0.82 -1.94
O -0.37 2.95 -1.09
S -1.41 1.98 -0.75
H 2.24 -2.82 -0.35
H 1.38 -2.18 -1.66
H -0.88 0.11 3.84
H -1.61 -0.97 2.64
H 1.74 -1.01 1.19
H -0.12 1.83 2.09
H 0.69 1.04 -2.14
H -0.02 -0.64 -2.55
H -2.07 0.11 -1.82
```

Results
total energy: -800.15842 hartree
gap between HOMO and LUMO: 0.3312 hartree

---

8.
This record from the OMol25 dataset describes a structure of composition C7H9NOS2 at a distorted geometry. The level of theory is ωB97M-V/def2-TZVPD.

Structure (XYZ):
```
20
C7H9NOS2 (ωB97M-V/def2-TZVPD)
C -2.44 0.44 0.07
C -0.83 -1.32 0.52
C -2.08 -2.20 0.40
C 1.67 2.35 -0.24
C 1.40 0.97 -0.45
C 0.01 1.00 -0.19
C 2.40 -0.07 -0.55
N -1.06 0.01 -0.01
O -2.78 1.56 -0.18
S -3.46 -0.96 0.49
S -0.15 2.74 0.02
H -0.65 -1.28 1.54
H -0.03 -1.86 0.10
H -1.97 -2.77 -0.62
H -2.11 -2.94 1.13
H 2.24 2.61 0.64
H 2.07 2.98 -1.00
H 3.34 0.17 -0.17
H 2.41 -0.47 -1.50
H 2.03 -0.94 -0.01
```

Results
total energy: -1198.43954 hartree
gap between HOMO and LUMO: 0.3039 hartree

---

9.
This record from the OMol25 dataset describes a structure of composition C7H9NS2 at a distorted geometry. The level of theory is ωB97M-V/def2-TZVPD.

Structure (XYZ):
```
19
C7H9NS2 (ωB97M-V/def2-TZVPD)
C 1.66 -0.78 -2.22
C 0.63 -0.65 -1.23
C 2.77 -0.07 -1.79
C 0.92 -0.03 -0.07
C 0.10 1.61 1.66
C -2.36 -0.11 0.49
C -1.04 -0.57 1.21
N 0.07 0.35 0.96
S -1.00 2.20 2.62
S 2.51 0.58 -0.31
H 1.67 -1.40 -3.06
H -0.39 -1.07 -1.35
H 3.72 -0.17 -2.25
H 0.90 2.30 1.29
H -3.04 -1.00 0.55
H -2.73 0.77 1.01
H -2.38 0.10 -0.54
H -1.27 -0.47 2.28
H -0.75 -1.58 0.75
```

Results
total energy: -1123.20326 hartree
gap between HOMO and LUMO: 0.3099 hartree

---

10.
This record from the OMol25 dataset describes a structure of composition C7H9NS3 at a distorted geometry. The level of theory is ωB97M-V/def2-TZVPD.

Structure (XYZ):
```
20
C7H9NS3 (ωB97M-V/def2-TZVPD)
C -1.85 1.04 1.86
C -1.38 0.91 3.23
C -0.99 0.82 4.37
C 1.33 0.23 -1.03
C 0.66 -0.95 -1.77
C 1.48 -1.26 -3.01
C 0.55 -2.10 -0.86
H 0.08 2.26 1.19
H -2.42 0.15 1.56
H -2.53 1.89 1.77
H -0.64 0.73 5.37
H 2.33 -0.07 -0.70
H 1.41 1.09 -1.69
H 0.74 0.50 -0.15
H -1.44 0.03 -1.23
H 1.54 -0.40 -3.68
N 0.45 -2.95 -0.09
S -0.51 1.19 0.63
S -1.01 -0.48 -2.40
S 2.22 -2.64 -3.37
```

Results
total energy: -1521.27174 hartree
gap between HOMO and LUMO: 0.3122 hartree